Record 1
{
  "formula": "C2H3I3Si",
  "method": "ωB97M-V with the def2-TZVPD basis set",
  "e_above_lowest_ev": 0.0000,
  "homo_lumo_gap_ev": 8.968,
  "lumo_energy_ev": -0.672,
  "smiles": "C=C[Si](I)(I)I",
  "species": ["C", "C", "Si", "I", "I", "I", "H", "H", "H"],
  "xyz": [[-1.486, -0.616, -0.334], [-0.510, 0.204, -0.694], [1.089, 0.311, 0.436], [1.236, 2.584, 1.404], [1.051, -1.353, 2.172], [2.996, -0.147, -1.239], [-2.528, -0.703, -0.752], [-1.291, -1.209, 0.609], [-0.556, 0.928, -1.601]],
  "forces_ev_per_a": [[-0.7962, -0.5766, 1.3058], [1.0004, 1.3892, -0.5757], [-0.4275, 0.2900, -2.0574], [0.0592, -0.6323, -0.2892], [0.1377, -0.0254, 0.1025], [-0.8611, 0.3102, 1.0137], [1.4278, 0.1441, 0.0947], [-0.5820, 0.4475, -1.2304], [0.0418, -1.3466, 1.6361]]
}

=====

Record 2
{
  "formula": "C36H32FN5O5Pb",
  "method": "ωB97M-V with the def2-TZVPD basis set",
  "e_above_lowest_ev": 0.0000,
  "homo_lumo_gap_ev": [3.882, 3.883],
  "lumo_energy_ev": [4.138, 4.138],
  "charge": -2,
  "species": ["Pb", "O", "C", "C", "C", "N", "C", "C", "C", "O", "O", "C", "O", "O", "H", "H", "H", "C", "C", "C", "C", "C", "C", "C", "C", "C", "C", "C", "C", "C", "C", "C", "N", "H", "H", "H", "H", "H", "H", "H", "H", "H", "H", "C", "C", "N", "C", "N", "C", "C", "C", "N", "C", "H", "H", "H", "H", "H", "H", "H", "H", "H", "H", "H", "H", "H", "F", "C", "C", "C", "C", "C", "C", "C", "H", "H", "H", "H", "H", "H"],
  "xyz": [[1.261, -0.910, 0.162], [1.448, -2.299, 6.451], [1.606, -2.282, 5.041], [0.856, -3.083, 4.168], [1.061, -2.819, 2.828], [1.843, -1.849, 2.397], [2.545, -1.086, 3.202], [2.498, -1.275, 4.605], [3.403, 0.022, 2.546], [4.323, 0.573, 3.174], [3.058, 0.293, 1.307], [0.443, -3.670, 1.681], [-0.279, -4.628, 1.959], [0.769, -3.208, 0.502], [0.646, -2.821, 6.688], [0.143, -3.830, 4.518], [3.026, -0.653, 5.315], [2.413, -3.324, -3.278], [2.268, -2.505, -4.405], [2.033, -1.146, -4.271], [1.950, -0.554, -2.994], [2.120, -1.377, -1.878], [2.427, -2.723, -2.021], [1.583, 0.904, -2.918], [1.231, 1.625, -4.069], [0.814, 2.917, -3.949], [0.803, 3.549, -2.697], [0.362, 4.896, -2.564], [0.290, 5.466, -1.302], [0.655, 4.792, -0.164], [1.166, 3.387, -0.182], [1.162, 2.748, -1.567], [1.527, 1.463, -1.675], [2.561, -4.389, -3.383], [2.354, -2.969, -5.378], [1.906, -0.531, -5.159], [2.617, -3.330, -1.131], [1.255, 1.177, -5.063], [0.494, 3.460, -4.825], [0.160, 5.475, -3.465], [-0.005, 6.518, -1.244], [0.562, 5.221, 0.840], [2.244, 3.477, 0.084], [-2.902, -4.172, -2.553], [-1.579, -3.578, -3.049], [-1.172, -2.462, -2.231], [-1.928, -1.746, -1.352], [-1.393, -0.861, -0.520], [-2.283, -0.435, 0.545], [-3.682, -0.086, 0.098], [-4.266, -1.296, -0.650], [-3.276, -2.029, -1.404], [-3.864, -3.025, -2.336], [-2.719, -4.768, -1.633], [-3.272, -4.880, -3.298], [-1.663, -3.215, -4.108], [-0.751, -4.299, -2.999], [-0.227, -2.146, -2.226], [-1.788, 0.410, 1.001], [-2.355, -1.208, 1.314], [-3.689, 0.815, -0.532], [-4.332, 0.181, 0.958], [-5.078, -0.941, -1.320], [-4.750, -2.038, -0.001], [-4.159, -2.577, -3.305], [-4.823, -3.370, -1.888], [-0.666, 4.698, 5.949], [-0.380, 4.155, 4.770], [-1.368, 4.037, 3.763], [-1.026, 3.546, 2.516], [0.264, 3.105, 2.240], [0.552, 2.449, 0.925], [1.263, 3.244, 3.246], [0.925, 3.716, 4.525], [-2.404, 4.346, 3.993], [-1.732, 3.473, 1.695], [1.292, 1.627, 1.136], [-0.349, 2.000, 0.530], [2.281, 2.955, 3.010], [1.696, 3.670, 5.300]],
  "forces_ev_per_a": [[-0.9166, 1.8921, 0.3801], [-0.7896, -0.9512, -0.8826], [0.0331, 1.2339, 1.2964], [0.5092, 0.5967, 0.7518], [-0.2595, -0.9180, -0.6665], [0.6217, -0.3779, 0.0210], [0.8258, 0.4923, 1.7926], [-1.0692, -0.9956, -1.1946], [0.0626, 0.9729, -2.2842], [-0.9797, -0.7067, 0.1110], [1.0686, -0.6496, 2.5551], [0.3728, 1.2458, -1.4707], [0.2136, 0.1581, 0.0590], [-0.7893, -1.7717, 1.7001], [0.9373, 0.4913, -0.4760], [0.2527, 0.1023, -0.2136], [0.0560, -0.0293, -0.1626], [0.4732, 0.4957, -0.0805], [-0.1367, -0.4260, 0.3598], [0.2784, -0.0861, 0.0497], [-0.5466, 0.4138, -0.7452], [0.6526, 0.0002, 0.3934], [-0.2429, -0.4920, -0.5711], [0.1409, -0.8086, 0.6356], [0.1397, -0.4141, 0.1517], [0.2125, -0.0726, 0.0552], [-0.7146, 0.9833, -0.0043], [0.4123, -0.7411, -1.1977], [0.4005, 0.1903, 1.5144], [-1.0657, 0.6588, 0.0087], [1.1241, -0.3196, 0.4818], [-0.0635, -0.6430, -0.0172], [-0.3834, 0.7439, -0.8949], [0.1217, -0.1705, -0.0864], [-0.1538, 0.0869, -0.2441], [0.1444, -0.3039, 0.1014], [-0.2607, 0.0677, -0.2918], [-0.0456, 0.0647, 0.3528], [-0.0535, 0.2161, -0.1392], [-0.0391, -0.1537, 0.1747], [-0.0769, -0.2141, 0.2142], [0.0519, 0.1752, -0.5328], [-0.1992, -0.3547, 0.1166], [0.7590, -0.3090, 0.0933], [0.3961, 0.3821, -0.4977], [-0.3926, 0.8737, 0.6627], [-0.0991, 0.7758, 0.7861], [-1.4775, -1.8583, -1.9219], [0.5999, 0.1380, -0.0628], [-0.6988, 0.0538, -0.0128], [-0.5354, 0.4193, 0.0249], [-0.6900, -0.6897, -0.7762], [-0.1902, 0.3233, 0.8007], [-0.1740, 0.6236, -0.3207], [-0.1103, 0.1372, -0.0565], [-0.1288, -0.5279, 0.5652], [-0.3628, 0.0025, -0.1674], [0.8554, -0.2558, -0.1896], [-0.0319, 0.3535, 0.3603], [0.0546, -0.2056, 0.1410], [0.2075, -0.3631, -0.1204], [0.3280, -0.3381, -0.3274], [0.3814, -0.1411, 0.0177], [-0.0011, 0.3196, 0.3926], [0.3088, 0.0840, 0.2341], [0.5967, 0.1128, -0.0664], [-0.5168, 0.3120, 1.0798], [0.4371, -1.0696, -2.4190], [-0.0568, 0.7247, 1.3565], [0.3843, -0.3036, 0.0290], [0.7587, 0.2362, 0.6661], [1.5175, -0.2147, -0.1716], [-1.3408, -0.0926, -0.3771], [0.0411, -0.0721, -0.4797], [0.6746, -0.0762, -0.1347], [-0.2448, 0.0435, 0.2720], [-0.7817, 0.8516, -0.4143], [-0.3383, -0.1275, -0.1241], [-0.0376, -0.1968, 0.1531], [-0.4114, 0.3921, -0.1161]]
}

=====

Record 3
{
  "formula": "C14H29ClNbO7",
  "method": "ωB97M-V with the def2-TZVPD basis set",
  "e_above_lowest_ev": 0.0000,
  "homo_lumo_gap_ev": 6.519,
  "lumo_energy_ev": 2.001,
  "charge": -1,
  "species": ["C", "C", "O", "C", "Nb", "C", "C", "C", "C", "C", "Cl", "H", "H", "H", "H", "H", "H", "H", "H", "H", "H", "H", "H", "H", "H", "H", "H", "H", "H", "H", "H", "H", "C", "C", "O", "C", "O", "O", "H", "H", "H", "H", "C", "C", "O", "C", "O", "O", "H", "H", "H", "H"],
  "xyz": [[-0.853, 6.033, -0.776], [-0.321, 4.646, -1.060], [0.713, 4.198, -0.220], [0.512, 4.399, 1.193], [-1.129, 3.225, 2.267], [0.062, 3.450, 4.213], [1.291, 2.530, 4.318], [-0.334, 1.151, 1.730], [-0.696, 0.613, 0.328], [0.472, -0.085, -0.345], [-2.046, -0.604, 0.465], [-1.338, 6.105, 0.190], [-1.602, 6.261, -1.534], [-0.081, 6.793, -0.855], [-1.160, 3.947, -1.097], [0.100, 4.660, -2.068], [0.488, 5.460, 1.451], [1.431, 4.032, 1.656], [-2.199, 3.124, 0.792], [-1.961, 4.819, 2.608], [-2.539, 2.474, 3.184], [0.405, 4.475, 4.348], [-0.608, 3.212, 5.037], [1.020, 1.502, 4.536], [1.874, 2.507, 3.399], [1.983, 2.861, 5.094], [-0.758, 0.470, 2.465], [0.749, 1.075, 1.832], [-1.061, 1.417, -0.291], [1.120, 0.669, -0.787], [1.046, -0.660, 0.373], [0.105, -0.737, -1.133], [-0.859, -2.399, -3.890], [-1.247, -3.312, -2.750], [-1.607, -4.522, -3.434], [-0.979, -4.533, -4.634], [-0.931, -5.472, -5.363], [-0.407, -3.333, -4.884], [-0.066, -1.702, -3.633], [-1.708, -1.843, -4.289], [-0.408, -3.521, -2.083], [-2.081, -2.935, -2.164], [1.542, -7.033, -0.371], [0.695, -5.881, -0.867], [1.312, -4.754, -0.237], [2.599, -5.078, 0.052], [3.425, -4.313, 0.424], [2.807, -6.406, -0.146], [1.643, -7.837, -1.094], [1.179, -7.440, 0.574], [0.756, -5.755, -1.950], [-0.349, -5.957, -0.575]],
  "forces_ev_per_a": [[-0.1412, 0.1003, -0.1299], [-0.0071, 0.1431, -0.3854], [0.2076, 0.0725, 0.0754], [-0.7450, 0.3531, -0.1824], [2.6203, -1.2255, 1.2024], [-0.1441, -0.2812, -0.2772], [0.0626, 0.1573, -0.1929], [-0.9136, -0.0009, -0.8606], [0.6855, -0.1941, 0.7475], [-0.2105, 0.2568, -0.1891], [-0.2170, 0.0669, -0.1423], [-0.0625, -0.0483, 0.2351], [-0.1361, 0.0417, -0.0869], [0.2330, 0.0869, 0.0914], [-0.1083, -0.1765, 0.3416], [0.1963, -0.1125, -0.0641], [0.0751, 0.2600, -0.1612], [0.1094, -0.3108, 0.1256], [-0.4172, 0.2179, -0.1632], [-0.5095, -0.0314, -0.2748], [-0.4310, 0.4772, -0.0451], [-0.1659, 0.2853, -0.0176], [-0.1580, 0.1772, 0.2159], [-0.1075, -0.2102, 0.0225], [0.0986, -0.0166, -0.1714], [0.0659, -0.0047, 0.2238], [-0.0145, -0.0977, 0.2732], [0.1995, 0.2916, 0.1509], [-0.4032, -0.0756, -0.3335], [0.1632, 0.0836, -0.0009], [0.0499, -0.2417, 0.0944], [0.1157, -0.1296, -0.2172], [-0.0189, 0.1255, 0.0243], [-0.0112, 0.1655, 0.2736], [0.0656, 0.0284, -0.0614], [0.0359, 0.0081, -0.0056], [-0.0006, 0.0269, 0.0357], [-0.0645, -0.0370, 0.0284], [0.1010, -0.0892, -0.0923], [-0.0149, -0.0402, -0.0128], [0.0120, 0.0362, -0.0053], [-0.0691, -0.1245, -0.0294], [-0.0421, -0.1199, -0.0007], [-0.1314, -0.0367, -0.0984], [0.0607, -0.0798, -0.0140], [0.0307, 0.0745, 0.0123], [-0.0530, -0.0670, -0.0320], [-0.0580, 0.0303, 0.0008], [0.1389, 0.0411, -0.0174], [-0.0104, 0.0336, 0.0076], [0.0204, -0.0372, -0.0001], [0.0187, 0.1471, 0.0828]]
}

=====

Record 4
{
  "formula": "C6H8N3O",
  "method": "ωB97M-V with the def2-TZVPD basis set",
  "e_above_lowest_ev": 2.1365,
  "homo_lumo_gap_ev": 9.529,
  "lumo_energy_ev": -4.495,
  "charge": 1,
  "species": ["C", "C", "C", "C", "C", "C", "N", "N", "N", "O", "H", "H", "H", "H", "H", "H", "H", "H"],
  "xyz": [[0.734, -1.839, 1.518], [1.353, -1.873, 0.251], [-0.414, -1.047, 1.572], [0.178, 0.019, -0.457], [0.226, 1.736, -1.551], [-1.926, 0.569, 0.617], [1.109, -0.920, -0.597], [-0.669, -0.167, 0.616], [1.384, 1.621, -2.150], [-0.745, 2.409, -1.517], [1.143, -2.370, 2.332], [1.859, -2.819, -0.142], [-1.132, -0.887, 2.441], [-1.702, 1.671, 0.622], [-2.464, 0.369, -0.318], [-2.598, 0.213, 1.404], [2.083, 0.864, -1.984], [1.582, 2.450, -2.659]],
  "forces_ev_per_a": [[-0.7832, 0.8800, -1.0662], [-0.5623, -2.1370, 0.5805], [0.6500, 0.1509, 2.2748], [0.7843, 0.2301, 0.4974], [-1.5622, -3.1254, 1.7413], [-0.7570, 1.3294, -0.6229], [-0.3698, 2.0096, -1.9303], [-0.1676, 0.6940, -2.1268], [0.2409, -0.3520, 0.4652], [1.4150, -0.2735, -0.1144], [-0.1808, -0.8222, 0.8014], [-0.0282, 1.6898, 0.8253], [1.2469, -0.9671, -1.0273], [-0.4462, -1.1519, 0.3797], [0.3040, 0.0356, 0.1244], [0.4778, 0.3665, 0.1223], [-1.1643, 0.9590, -0.1099], [0.9026, 0.4843, -0.8147]]
}